A 23-piece molecular cluster, C64H174O23 overall at a distorted geometry. Source: OMol25; level of theory: ωB97M-V/def2-TZVPD.

Last columns: bonded neighbours and bond lengths (Å).
Positions of all 261 atoms, in Å:
1 C -4.45023 5.14753 -2.50743  C2 1.487, H5 1.120, H6 1.094, H7 1.093
2 C -5.40951 5.94415 -1.69752  C1 1.487, C3 1.466, O4 1.408, H8 1.069
3 C -6.78791 5.88883 -2.19469  C2 1.466, H9 1.116, H10 1.107, H11 1.078
4 O -5.37583 5.53701 -0.35048  C2 1.408, H12 0.997
5 H -3.41046 5.26559 -2.10842  C1 1.120
6 H -4.49999 5.55218 -3.52240  C1 1.094
7 H -4.70191 4.08461 -2.55219  C1 1.093
8 H -5.03623 6.94530 -1.67581  C2 1.069
9 H -6.79273 6.08913 -3.29280  C3 1.116
10 H -7.34139 6.65065 -1.61357  C3 1.107
11 H -7.25204 4.91722 -2.14434  C3 1.078
12 H -5.87239 4.67786 -0.25256  O4 0.997
13 C -2.64029 -3.74444 3.33442  C14 1.551, H17 1.176, H18 1.084, H19 1.067
14 C -2.30550 -2.28255 2.93956  C13 1.551, C15 1.547, O16 1.399, H20 1.071
15 C -3.51647 -1.32923 3.07086  C14 1.547, H21 1.106, H22 1.107, H23 1.084
16 O -1.19051 -1.75148 3.59740  C14 1.399, H24 0.919
17 H -3.22429 -3.76133 4.35499  C13 1.176
18 H -1.78153 -4.40582 3.33766  C13 1.084
19 H -3.39799 -4.09534 2.67028  C13 1.067
20 H -1.93026 -2.30402 1.93659  C14 1.071
21 H -3.19152 -0.33886 2.70046  C15 1.106
22 H -3.63063 -1.04194 4.13342  C15 1.107
23 H -4.41506 -1.78945 2.67662  C15 1.084
24 H -1.45256 -1.53342 4.45041  O16 0.919
25 C -2.96717 1.33628 -3.21571  C26 1.551, H29 1.093, H30 1.048, H31 1.073
26 C -4.23369 0.87937 -3.98599  C25 1.551, C27 1.560, O28 1.428, H32 1.097
27 C -4.28198 1.63595 -5.34985  C26 1.560, H33 1.092, H34 1.102, H35 1.078
28 O -4.36561 -0.53253 -4.15609  C26 1.428, H36 0.992
29 H -2.03510 1.11391 -3.74232  C25 1.093
30 H -2.76246 0.82784 -2.32273  C25 1.048
31 H -3.11951 2.37794 -3.00899  C25 1.073
32 H -5.14932 1.03618 -3.40239  C26 1.097
33 H -3.25258 1.72149 -5.70482  C27 1.092
34 H -4.51788 2.68075 -5.08906  C27 1.102
35 H -4.95296 1.27801 -6.11440  C27 1.078
36 H -3.90635 -0.88932 -4.95953  O28 0.992
37 C -0.01029 3.46584 -1.73826  C38 1.593, H41 1.131, H42 1.090, H43 1.098
38 C 1.31769 4.21395 -2.20040  C37 1.593, C39 1.514, O40 1.388, H44 1.113
39 C 1.02821 5.26898 -3.24659  C38 1.514, H45 1.072, H46 1.098, H47 1.131
40 O 1.93848 4.83630 -1.12648  C38 1.388, H48 0.951
41 H 0.19488 2.81402 -0.83696  C37 1.131
42 H -0.43981 2.90701 -2.56947  C37 1.090
43 H -0.76479 4.22349 -1.48905  C37 1.098
44 H 2.03343 3.52800 -2.70691  C38 1.113
45 H 1.95015 5.68862 -3.59728  C39 1.072
46 H 0.40733 6.11137 -2.91385  C39 1.098
47 H 0.43529 4.83106 -4.10460  C39 1.131
48 H 2.78169 4.41823 -0.99127  O40 0.951
49 C -3.32128 -2.69284 -1.55178  C50 1.562, H53 1.105, H54 1.094, H55 1.094
50 C -1.85227 -3.18204 -1.34678  C49 1.562, C51 1.514, O52 1.467, H56 1.163
51 C -0.85086 -2.05469 -1.20770  C50 1.514, H57 1.086, H58 1.097, H59 1.094
52 O -1.74579 -3.98860 -0.12626  C50 1.467, H60 0.955
53 H -3.46809 -1.92847 -0.76809  C49 1.105
54 H -4.08290 -3.44659 -1.33072  C49 1.094
55 H -3.56579 -2.36557 -2.56701  C49 1.094
56 H -1.62982 -3.77959 -2.31974  C50 1.163
57 H -1.09622 -1.50544 -0.30370  C51 1.086
58 H -0.84373 -1.47842 -2.14110  C51 1.097
59 H 0.13629 -2.43070 -0.92271  C51 1.094
60 H -2.33485 -4.73817 -0.18524  O52 0.955
61 C 7.74229 -1.40741 -0.54002  C62 1.520, H65 1.087, H66 1.045, H67 1.107
62 C 8.67560 -2.37912 0.16412  C61 1.520, C63 1.508, O64 1.399, H68 1.099
63 C 9.18974 -3.48926 -0.71733  C62 1.508, H69 1.088, H70 1.071, H71 1.091
64 O 9.73584 -1.75844 0.83232  C62 1.399, H72 0.950
65 H 7.46952 -0.54666 0.06605  C61 1.087
66 H 6.81339 -1.81545 -0.78876  C61 1.045
67 H 8.18908 -0.89470 -1.41328  C61 1.107
68 H 8.01225 -2.87739 0.88468  C62 1.099
69 H 9.83267 -4.21649 -0.22586  C63 1.088
70 H 9.66620 -3.10867 -1.59819  C63 1.071
71 H 8.29669 -4.00057 -1.08102  C63 1.091
72 H 10.46718 -1.64543 0.23721  O64 0.950
73 C 6.64155 -3.73806 -6.29808  C74 1.558, H77 1.101, H78 1.087, H79 1.075
74 C 7.04424 -3.44772 -4.82096  C73 1.558, C75 1.471, O76 1.432, H80 1.095
75 C 6.78820 -2.05009 -4.44143  C74 1.471, H81 1.080, H82 1.072, H83 1.071
76 O 6.21442 -4.25699 -3.98017  C74 1.432, H84 0.973
77 H 6.25252 -4.75420 -6.46357  C73 1.101
78 H 7.35123 -3.56000 -7.10228  C73 1.087
79 H 5.77935 -3.11708 -6.46288  C73 1.075
80 H 8.08089 -3.67402 -4.54886  C74 1.095
81 H 7.26250 -1.80672 -3.50213  C75 1.080
82 H 5.76828 -1.81320 -4.20962  C75 1.072
83 H 7.20018 -1.38494 -5.17237  C75 1.071
84 H 5.29798 -4.01710 -4.20275  O76 0.973
85 C 1.37686 -0.47561 7.70690  C86 1.553, H89 1.054, H90 1.061, H91 1.065
86 C 1.02831 0.79474 6.88487  C85 1.553, C87 1.520, O88 1.433, H92 1.097
87 C 1.21769 0.59016 5.39060  C86 1.520, H93 1.073, H94 1.109, H95 1.117
88 O -0.36504 1.06687 7.07918  C86 1.433, H96 0.989
89 H 2.36443 -0.75379 7.46689  C85 1.054
90 H 0.73857 -1.26490 7.39772  C85 1.061
91 H 1.36699 -0.33617 8.76254  C85 1.065
92 H 1.61949 1.65030 7.23503  C86 1.097
93 H 1.16032 1.48718 4.80440  C87 1.073
94 H 0.38204 -0.07095 5.08338  C87 1.109
95 H 2.21949 0.14403 5.17808  C87 1.117
96 H -0.51085 1.98088 6.73080  O88 0.989
97 C -2.84051 -2.79669 -8.80114  C98 1.562, H101 1.101, H102 1.077, H103 1.112
98 C -3.63600 -1.55675 -8.28307  C97 1.562, C99 1.545, O100 1.411, H104 1.134
99 C -4.99390 -1.43648 -9.00996  C98 1.545, H105 1.148, H106 1.113, H107 1.075
100 O -3.85321 -1.69403 -6.89601  C98 1.411, H108 0.974
101 H -3.48983 -3.68615 -8.80626  C97 1.101
102 H -1.92926 -3.00296 -8.26630  C97 1.077
103 H -2.56371 -2.69509 -9.87284  C97 1.112
104 H -3.01136 -0.62258 -8.43561  C98 1.134
105 H -5.52180 -0.45845 -8.72161  C99 1.148
106 H -5.58558 -2.30925 -8.65216  C99 1.113
107 H -4.85754 -1.49492 -10.07431  C99 1.075
108 H -4.37315 -2.50707 -6.76216  O100 0.974
109 C 0.72811 4.88636 7.99826  C110 1.473, H113 1.131, H114 1.129, H115 1.051
110 C 0.15865 4.62453 6.66509  C109 1.473, C111 1.520, O112 1.450, H116 1.112
111 C 0.11901 5.87127 5.79705  C110 1.520, H117 1.127, H118 1.105, H119 1.068
112 O 0.81849 3.56374 5.92949  C110 1.450, H120 0.928
113 H 1.84639 5.04815 8.03820  C109 1.131
114 H 0.36229 4.20532 8.82072  C109 1.129
115 H 0.32675 5.82364 8.25285  C109 1.051
116 H -0.86843 4.25476 6.87851  C110 1.112
117 H -0.37889 5.76365 4.79186  C111 1.127
118 H 1.11425 6.24475 5.49477  C111 1.105
119 H -0.39247 6.67085 6.28768  C111 1.068
120 H 0.34264 3.60619 5.13366  O112 0.928
121 C -2.32803 -1.69211 8.23848  C122 1.518, H125 1.131, H126 1.106, H127 1.129
122 C -3.15975 -1.23874 7.05189  C121 1.518, C123 1.542, O124 1.429, H128 1.083
123 C -4.27503 -0.21052 7.32647  C122 1.542, H129 1.108, H130 1.075, H131 1.088
124 O -2.21761 -0.73300 6.10340  C122 1.429, H132 0.979
125 H -1.93092 -0.85322 8.88475  C121 1.131
126 H -1.45267 -2.28679 7.91657  C121 1.106
127 H -2.96906 -2.41428 8.82391  C121 1.129
128 H -3.56970 -2.04816 6.46135  C122 1.083
129 H -5.11179 -0.58223 7.95013  C123 1.108
130 H -4.74322 0.18173 6.44153  C123 1.075
131 H -3.84399 0.66226 7.81277  C123 1.088
132 H -1.73184 0.01151 6.51395  O124 0.979
133 C 3.81236 -4.60167 -1.25303  C134 1.507, H137 1.073, H138 1.077, H139 1.107
134 C 4.33454 -3.32542 -0.64440  C133 1.507, C135 1.554, O136 1.431, H140 1.120
135 C 3.53429 -2.06726 -1.08049  C134 1.554, H141 1.107, H142 1.113, H143 1.103
136 O 4.52833 -3.42718 0.76982  C134 1.431, H144 0.959
137 H 4.15652 -4.69816 -2.26454  C133 1.073
138 H 2.74312 -4.64965 -1.13760  C133 1.077
139 H 4.27906 -5.47305 -0.75369  C133 1.107
140 H 5.41125 -3.34365 -0.95186  C134 1.120
141 H 3.42300 -1.97935 -2.17799  C135 1.107
142 H 4.01656 -1.17196 -0.62705  C135 1.113
143 H 2.51073 -2.10070 -0.66987  C135 1.103
144 H 3.92270 -4.11005 1.06358  O136 0.959
145 C 1.22666 -5.11435 3.61418  C146 1.498, H149 1.056, H150 1.075, H151 1.054
146 C 1.11115 -4.66015 2.19131  C145 1.498, C147 1.516, O148 1.459, H152 1.086
147 C 1.29426 -3.15519 2.16526  C146 1.516, H153 1.143, H154 1.130, H155 1.086
148 O 2.18017 -5.20035 1.35893  C146 1.459, H156 0.955
149 H 2.22879 -5.18161 3.93900  C145 1.056
150 H 0.75127 -6.06906 3.75266  C145 1.075
151 H 0.64311 -4.43168 4.16680  C145 1.054
152 H 0.20781 -5.05962 1.74023  C146 1.086
153 H 0.89518 -2.54350 3.04475  C147 1.143
154 H 0.98369 -2.73825 1.16188  C147 1.130
155 H 2.37210 -3.02536 2.14902  C147 1.086
156 H 2.10294 -6.14381 1.48867  O148 0.955
157 C -2.54148 2.61307 4.09136  C158 1.539, H161 1.117, H162 1.090, H163 1.049
158 C -1.53363 2.77645 2.93915  C157 1.539, C159 1.549, O160 1.470, H164 1.092
159 C -2.22983 3.43987 1.72441  C158 1.549, H165 1.134, H166 1.144, H167 1.107
160 O -0.42934 3.66182 3.33733  C158 1.470, H168 0.973
161 H -3.27275 1.82200 3.79483  C157 1.117
162 H -2.94358 3.58149 4.38889  C157 1.090
163 H -2.02883 2.11991 4.86208  C157 1.049
164 H -1.13725 1.84153 2.53870  C158 1.092
165 H -2.71810 4.41886 2.02130  C159 1.134
166 H -3.02761 2.77863 1.24019  C159 1.144
167 H -1.53895 3.66212 0.88821  C159 1.107
168 H 0.00206 4.00938 2.53758  O160 0.973
169 C 6.36799 2.22393 -0.94580  C170 1.505, H173 1.098, H174 1.091, H175 1.125
170 C 5.20060 2.82237 -1.68358  C169 1.505, C171 1.531, O172 1.433, H176 1.077
171 C 4.61051 1.76083 -2.61618  C170 1.531, H177 1.081, H178 1.096, H179 1.139
172 O 4.23049 3.34254 -0.76661  C170 1.433, H180 0.973
173 H 6.20604 1.17155 -0.67891  C169 1.098
174 H 6.73308 2.82345 -0.11012  C169 1.091
175 H 7.29367 2.04874 -1.56083  C169 1.125
176 H 5.59027 3.69358 -2.18168  C170 1.077
177 H 3.77412 2.14720 -3.18157  C171 1.081
178 H 4.24964 0.88727 -2.06219  C171 1.096
179 H 5.41817 1.32524 -3.29126  C171 1.139
180 H 3.90244 2.81040 -0.02095  O172 0.973
181 C -0.39467 -1.82466 -4.90591  C182 1.507, H185 1.109, H186 1.126, H187 1.086
182 C -0.50336 -3.31475 -4.71170  C181 1.507, C183 1.497, O184 1.521, H188 1.058
183 C -1.83849 -3.90031 -5.05052  C182 1.497, H189 1.170, H190 1.096, H191 1.125
184 O 0.63543 -3.85650 -5.56209  C182 1.521, H192 0.962
185 H -0.62161 -1.43675 -5.91932  C181 1.109
186 H 0.63862 -1.58518 -4.52846  C181 1.126
187 H -1.17781 -1.32247 -4.34634  C181 1.086
188 H -0.29201 -3.52625 -3.69710  C182 1.058
189 H -2.04978 -4.89189 -4.46609  C183 1.170
190 H -1.94022 -4.09557 -6.12398  C183 1.096
191 H -2.73799 -3.23286 -4.94768  C183 1.125
192 H 0.55118 -4.81056 -5.47648  O184 0.962
193 C 5.99522 3.66025 3.83853  C194 1.517, H197 1.088, H198 1.068, H199 1.109
194 C 4.88462 2.86698 4.50043  C193 1.517, C195 1.526, O196 1.393, H200 1.122
195 C 5.23664 2.50967 5.94193  C194 1.526, H201 1.071, H202 1.084, H203 1.113
196 O 3.73454 3.64716 4.40545  C194 1.393, H204 0.973
197 H 5.65989 3.91893 2.83636  C193 1.088
198 H 6.94149 3.17749 3.73209  C193 1.068
199 H 6.15758 4.60178 4.40072  C193 1.109
200 H 4.75724 1.96344 3.84825  C194 1.122
201 H 6.11895 1.90953 6.03344  C195 1.071
202 H 4.40641 1.93664 6.33908  C195 1.084
203 H 5.35819 3.42400 6.56487  C195 1.113
204 H 3.02603 3.41309 5.02931  O196 0.973
205 C -5.31984 0.76788 -0.39386  C206 1.489, H209 1.078, H210 1.105, H211 1.124
206 C -6.68883 1.14682 -0.84048  C205 1.489, C207 1.493, O208 1.427, H212 1.065
207 C -7.64104 0.01067 -0.66662  C206 1.493, H213 1.094, H214 1.104, H215 1.103
208 O -7.00856 2.33080 -0.11174  C206 1.427, H216 0.943
209 H -4.93224 -0.12538 -0.85609  C205 1.078
210 H -5.22535 0.64719 0.70022  C205 1.105
211 H -4.51934 1.53927 -0.56114  C205 1.124
212 H -6.60828 1.39259 -1.87407  C206 1.065
213 H -7.48727 -0.45233 0.31289  C207 1.094
214 H -7.56190 -0.73241 -1.47912  C207 1.104
215 H -8.70892 0.28291 -0.62025  C207 1.103
216 H -7.36469 2.12960 0.73777  O208 0.943
217 C 3.28032 5.12408 1.77054  C218 1.522, H220 1.077, H221 1.060, H222 1.090
218 C 1.91469 5.74090 2.03636  C217 1.522, O219 1.437, H223 1.077, H224 1.123
219 O 0.90015 4.99511 1.34336  C218 1.437, H225 0.962
220 H 3.66944 5.35243 0.79220  C217 1.077
221 H 3.12712 4.07886 1.85233  C217 1.060
222 H 3.98694 5.52281 2.49848  C217 1.090
223 H 1.86823 6.76920 1.72057  C218 1.077
224 H 1.76966 5.72488 3.14978  C218 1.123
225 H 1.23429 4.90889 0.44555  O219 0.962
226 C 4.44750 -1.75972 3.74754  C227 1.590, H229 1.106, H230 1.059, H231 1.094
227 C 5.64304 -1.02094 3.00370  C226 1.590, O228 1.461, H232 1.118, H233 1.087
228 O 5.42296 -0.97164 1.55982  C227 1.461, H234 1.003
229 H 4.61802 -1.63893 4.83394  C226 1.106
230 H 4.49673 -2.78672 3.49515  C226 1.059
231 H 3.47642 -1.37625 3.42036  C226 1.094
232 H 6.63502 -1.51336 3.15708  C227 1.118
233 H 5.80877 0.02807 3.23600  C227 1.087
234 H 5.37040 -1.92280 1.24680  O228 1.003
235 C -7.89703 -1.17785 -5.94843  C236 1.557, H238 1.097, H239 1.070, H240 1.132
236 C -7.90877 -1.11040 -4.39297  C235 1.557, O237 1.408, H241 1.167, H242 1.103
237 O -6.75052 -1.70604 -3.85860  C236 1.408, H243 1.005
238 H -8.68818 -0.52503 -6.33802  C235 1.097
239 H -8.04482 -2.18465 -6.27832  C235 1.070
240 H -6.83867 -0.85571 -6.18881  C235 1.132
241 H -8.82422 -1.56085 -3.82680  C236 1.167
242 H -7.84147 -0.02555 -4.20623  C236 1.103
243 H -5.88950 -1.20167 -3.97830  O237 1.005
244 C 1.67780 0.20733 1.48552  C245 1.500, H247 1.098, H248 1.080, H249 1.080
245 C 2.52605 1.30032 2.06403  C244 1.500, O246 1.424, H250 1.166, H251 1.141
246 O 3.68922 1.41304 1.25006  C245 1.424, H252 1.002
247 H 2.34406 -0.59423 1.13870  C244 1.098
248 H 1.12825 0.56274 0.62666  C244 1.080
249 H 0.92095 -0.08612 2.19745  C244 1.080
250 H 2.85816 1.09372 3.16238  C245 1.166
251 H 2.06145 2.34257 2.08102  C245 1.141
252 H 4.08181 0.49541 1.16725  O246 1.002
253 C -6.06233 -5.60737 -4.47986  C254 1.492, H256 1.098, H257 1.086, H258 1.086
254 C -6.17561 -4.69280 -5.65330  C253 1.492, O255 1.417, H259 1.107, H260 1.088
255 O -5.36773 -3.53715 -5.50816  C254 1.417, H261 0.996
256 H -5.06184 -6.05948 -4.49360  C253 1.098
257 H -6.74813 -6.43991 -4.35676  C253 1.086
258 H -6.05795 -5.05798 -3.54284  C253 1.086
259 H -7.22404 -4.39040 -5.84278  C254 1.107
260 H -5.81706 -5.20655 -6.54284  C254 1.088
261 H -5.70915 -2.98633 -4.75204  O255 0.996

HOMO	-9.60	eV
largest force on an atom	3.15	eV/A
HOMO-LUMO gap	9.969	eV
net charge	0
E_LUMO	0.4	eV

Atomic partial charges in e from the Mulliken method, atoms 1 to 6: -0.462 0.356 -1.300 -0.571 0.107 0.376